Molecular formula: C40H111N3O28
Method: DFT, the ωB97M-V functional and the def2-TZVPD basis

Geometry as XYZ:
```
182
Properties=species:S:1:pos:R:3
C 8.35 -4.91 15.03
C 9.03 -6.07 15.78
O 8.48 -7.36 15.48
O 7.02 -4.65 15.43
H 8.27 -5.17 13.97
H 8.89 -3.96 15.07
H 8.98 -5.90 16.86
H 10.07 -6.06 15.48
H 8.84 -7.92 16.17
H 6.71 -3.90 14.92
C 16.85 0.54 14.00
C 16.96 -0.90 13.48
O 17.96 -0.92 12.49
O 18.05 0.92 14.70
H 16.10 0.59 14.79
H 16.55 1.25 13.23
H 15.99 -1.18 13.07
H 17.25 -1.61 14.25
H 17.68 -1.53 11.80
H 18.77 0.96 14.07
C 13.04 -3.92 20.80
C 12.46 -2.77 21.65
O 13.50 -1.89 22.07
O 13.90 -4.69 21.60
H 13.69 -3.68 19.96
H 12.25 -4.51 20.34
H 11.76 -3.01 22.45
H 11.86 -2.19 20.95
H 13.78 -2.21 22.93
H 14.49 -4.09 22.08
C 14.34 -4.91 16.94
C 14.57 -3.42 16.43
O 14.80 -3.50 15.07
O 13.21 -5.56 16.38
H 14.21 -4.91 18.02
H 15.17 -5.55 16.65
H 15.51 -3.00 16.77
H 13.77 -2.70 16.64
H 13.94 -3.25 14.74
H 13.32 -5.75 15.45
C 10.98 0.85 8.83
C 11.37 2.14 8.15
O 10.98 3.36 8.87
O 9.67 0.52 8.44
H 11.01 0.90 9.92
H 11.53 -0.03 8.49
H 10.97 2.18 7.14
H 12.46 2.19 8.18
H 11.45 4.08 8.44
H 9.40 -0.34 8.76
C 9.03 -1.78 11.43
C 8.65 -3.29 11.47
O 9.81 -4.05 11.72
O 9.68 -1.57 10.23
H 9.58 -1.45 12.31
H 8.09 -1.23 11.33
H 8.27 -3.77 10.57
H 7.88 -3.48 12.21
H 9.56 -4.97 11.57
H 10.43 -2.15 10.05
C 8.25 2.02 17.74
C 9.04 2.84 16.69
O 8.13 3.37 15.72
O 7.51 2.88 18.63
H 8.96 1.46 18.35
H 7.56 1.31 17.29
H 9.80 2.20 16.23
H 9.55 3.65 17.22
H 8.64 3.85 15.07
H 6.90 3.40 18.11
C 13.42 1.54 22.76
C 13.70 1.59 21.21
O 13.52 0.39 20.63
O 14.56 0.94 23.37
H 12.54 0.97 23.05
H 13.41 2.56 23.16
H 14.74 1.91 21.17
H 13.08 2.32 20.69
H 13.52 -0.31 21.29
H 14.21 0.26 23.95
C 12.56 -5.30 9.91
C 11.99 -4.37 8.82
O 12.20 -3.02 9.18
O 13.98 -5.36 9.74
H 12.16 -6.32 9.90
H 12.37 -4.90 10.91
H 10.90 -4.48 8.81
H 12.37 -4.53 7.81
H 13.14 -2.87 9.06
H 14.22 -5.96 9.03
C 6.80 -1.49 14.84
C 6.16 -0.09 14.52
O 6.76 0.35 13.33
O 6.21 -2.51 14.10
H 6.71 -1.77 15.88
H 7.85 -1.34 14.62
H 6.43 0.62 15.31
H 5.09 -0.14 14.29
H 6.48 1.24 13.07
H 5.74 -2.11 13.37
C 17.37 -0.36 17.96
C 16.00 0.05 18.49
O 15.42 -1.09 19.07
O 18.09 0.76 17.45
H 17.11 -0.98 17.11
H 18.07 -0.97 18.53
H 15.35 0.52 17.75
H 16.15 0.81 19.26
H 14.70 -0.86 19.66
H 18.02 0.83 16.50
C 13.93 -1.53 6.92
O 14.48 -1.57 8.20
C 15.51 -0.66 8.49
C 16.18 -0.87 9.94
N 17.06 -2.04 10.10
C 16.40 -3.28 10.15
C 17.49 -4.44 10.18
O 18.33 -4.39 9.04
C 17.56 -4.79 7.80
H 13.19 -2.33 6.85
H 14.62 -1.70 6.10
H 13.28 -0.68 6.74
H 15.15 0.37 8.51
H 16.29 -0.71 7.73
H 15.40 -0.75 10.70
H 16.82 -0.02 10.19
H 17.68 -2.19 9.33
H 15.74 -3.47 9.31
H 15.76 -3.34 11.03
H 17.05 -5.43 10.29
H 18.16 -4.37 11.03
H 16.88 -4.00 7.48
H 17.16 -5.80 7.91
H 18.32 -4.82 7.02
C 13.58 1.32 12.36
O 13.64 0.03 12.79
C 12.64 -0.77 12.15
C 12.67 -2.14 12.78
N 12.48 -2.10 14.24
C 11.08 -1.98 14.62
C 10.84 -1.82 16.19
O 11.48 -0.58 16.55
C 11.66 -0.40 17.96
H 13.60 1.40 11.27
H 14.43 1.93 12.68
H 12.68 1.78 12.76
H 12.85 -0.80 11.08
H 11.70 -0.26 12.36
H 13.66 -2.54 12.58
H 12.03 -2.93 12.37
H 12.89 -1.20 14.46
H 10.57 -2.89 14.28
H 10.63 -1.12 14.12
H 11.39 -2.67 16.58
H 9.78 -1.78 16.44
H 10.71 -0.18 18.44
H 12.32 0.47 18.01
H 12.10 -1.26 18.48
C 15.93 3.45 9.99
O 15.16 3.82 11.09
C 14.75 5.23 11.04
C 13.96 5.56 12.31
N 14.77 5.44 13.48
C 14.07 5.68 14.69
C 13.10 4.54 15.11
O 13.88 3.38 15.42
C 13.07 2.29 15.82
H 16.24 2.41 10.08
H 16.87 3.96 10.18
H 15.55 3.69 8.99
H 14.12 5.32 10.15
H 15.59 5.92 11.01
H 13.01 5.04 12.24
H 13.63 6.59 12.21
H 15.01 4.46 13.44
H 13.57 6.63 14.53
H 14.80 5.90 15.47
H 12.33 4.23 14.40
H 12.57 4.94 15.97
H 12.69 2.51 16.82
H 13.63 1.35 15.81
H 12.16 2.17 15.24
```

## Properties
Molar mass in g/mol: 1082.3
Max |F| in eV Å⁻¹: 3.0
Energy in eV: -105068.7257
LUMO level in Eh: 0.0065
HOMO level in eV: -9.01
Spin multiplicity: 1
Energy above the lowest of the compared OMol25 structures with the same formula, charge and spin in kcal per mole: 0.0

Molecular formula: C40H112N8O16
Method: DFT, the ωB97M-V functional and the def2-TZVPD basis

Geometry as XYZ:
```
176
Properties=species:S:1:pos:R:3
C -0.40 -4.65 -2.14
O 0.98 -4.43 -2.00
C 1.30 -3.07 -1.83
C 2.83 -2.98 -1.82
C 3.49 -3.66 -0.66
N 3.23 -1.57 -1.92
H -0.62 -5.70 -2.36
H -0.79 -4.06 -2.98
H -0.96 -4.45 -1.22
H 0.97 -2.48 -2.69
H 0.82 -2.67 -0.92
H 3.08 -3.55 -2.72
H 3.21 -4.72 -0.61
H 3.21 -3.24 0.31
H 4.58 -3.64 -0.72
H 2.87 -1.20 -2.80
H 4.24 -1.50 -2.04
C 1.16 -2.31 4.54
O 1.52 -1.02 4.96
C 2.86 -1.00 5.42
C 3.14 0.29 6.19
C 2.29 0.44 7.43
N 2.97 1.49 5.35
H 0.16 -2.32 4.11
H 1.11 -2.98 5.41
H 1.88 -2.73 3.83
H 3.08 -1.86 6.07
H 3.51 -1.03 4.54
H 4.21 0.24 6.42
H 2.61 1.28 8.04
H 2.28 -0.47 8.03
H 1.24 0.57 7.13
H 3.16 1.28 4.37
H 1.99 1.77 5.38
C -2.59 -1.91 -1.59
O -3.01 -2.87 -2.52
C -3.32 -2.31 -3.77
C -3.86 -3.35 -4.74
C -2.90 -4.51 -4.94
N -4.17 -2.77 -6.04
H -1.73 -1.33 -1.95
H -2.34 -2.43 -0.67
H -3.37 -1.16 -1.38
H -4.14 -1.58 -3.66
H -2.46 -1.74 -4.19
H -4.77 -3.74 -4.28
H -2.03 -4.19 -5.54
H -3.34 -5.34 -5.50
H -2.50 -4.92 -4.02
H -3.35 -2.29 -6.42
H -4.87 -2.04 -5.95
C 0.08 0.24 -3.71
O 1.20 -0.48 -4.14
C 1.15 -0.80 -5.52
C 2.52 -1.23 -5.99
C 2.64 -1.12 -7.50
N 2.89 -2.59 -5.54
H 0.19 1.32 -3.87
H -0.01 0.12 -2.62
H -0.84 -0.11 -4.17
H 0.42 -1.61 -5.66
H 0.79 0.07 -6.10
H 3.24 -0.56 -5.52
H 1.80 -1.63 -7.99
H 3.54 -1.62 -7.85
H 2.67 -0.08 -7.81
H 2.29 -3.27 -6.01
H 2.66 -2.68 -4.55
C 1.75 -6.73 1.77
O 0.60 -6.13 2.29
C 0.25 -4.97 1.56
C -1.02 -4.42 2.16
C -2.22 -5.30 1.86
N -1.36 -3.04 1.82
H 1.93 -7.65 2.32
H 2.63 -6.07 1.87
H 1.62 -6.97 0.71
H 1.09 -4.25 1.65
H 0.21 -5.21 0.49
H -0.87 -4.51 3.25
H -2.55 -5.21 0.83
H -3.06 -5.08 2.53
H -2.00 -6.35 2.08
H -2.06 -2.71 2.47
H -0.59 -2.39 1.94
C 1.42 4.13 2.87
O 1.66 5.46 2.43
C 0.61 6.33 2.77
C 1.07 7.75 2.59
C 2.14 8.17 3.57
N -0.12 8.64 2.77
H 0.36 3.87 2.80
H 1.83 4.02 3.88
H 1.98 3.42 2.25
H -0.23 6.18 2.08
H 0.29 6.20 3.81
H 1.46 7.90 1.57
H 3.14 7.86 3.27
H 1.94 7.75 4.56
H 2.17 9.25 3.72
H 0.12 9.56 2.42
H -0.83 8.34 2.11
C 2.53 2.31 -1.88
O 1.99 2.95 -3.03
C 2.85 2.87 -4.14
C 4.09 3.77 -4.06
C 3.72 5.22 -3.87
N 4.92 3.63 -5.27
H 1.76 2.29 -1.11
H 3.38 2.86 -1.47
H 2.82 1.29 -2.13
H 3.17 1.82 -4.27
H 2.26 3.14 -5.03
H 4.72 3.42 -3.24
H 4.62 5.82 -3.74
H 3.05 5.36 -3.02
H 3.24 5.63 -4.77
H 5.28 2.68 -5.35
H 4.35 3.76 -6.10
C -4.24 -0.61 1.44
O -5.58 -0.19 1.38
C -6.31 -0.46 2.55
C -6.65 -1.93 2.74
C -7.51 -2.47 1.62
N -7.30 -2.11 4.06
H -3.72 -0.20 2.31
H -3.76 -0.17 0.56
H -4.14 -1.70 1.37
H -5.72 -0.15 3.43
H -7.22 0.15 2.54
H -5.72 -2.50 2.76
H -8.51 -2.03 1.60
H -7.68 -3.55 1.74
H -7.03 -2.38 0.64
H -7.67 -1.22 4.38
H -8.14 -2.66 3.93
O -0.93 0.58 1.74
C 0.48 0.65 1.57
C 0.89 -0.37 0.53
O 2.31 -0.46 0.40
H -1.37 0.84 0.92
H 0.77 1.65 1.22
H 0.99 0.51 2.52
H 0.41 -0.17 -0.44
H 0.53 -1.34 0.89
H 2.48 -1.05 -0.36
O -3.64 4.43 1.99
C -2.55 3.70 2.55
C -3.10 2.50 3.29
O -2.11 1.77 3.99
H -3.74 4.16 1.07
H -1.89 3.34 1.74
H -1.96 4.36 3.18
H -3.62 1.86 2.57
H -3.81 2.80 4.07
H -1.58 1.29 3.33
O -4.13 3.77 -0.72
C -4.29 2.42 -1.19
C -2.99 1.81 -1.68
O -2.00 1.68 -0.68
H -4.02 4.33 -1.49
H -4.75 1.84 -0.40
H -5.00 2.43 -2.03
H -2.62 2.39 -2.54
H -3.23 0.84 -2.13
H -1.34 2.37 -0.86
O 3.45 1.26 2.37
C 4.62 1.94 1.92
C 5.43 1.06 0.97
O 4.78 0.96 -0.29
H 3.18 0.65 1.67
H 4.38 2.84 1.33
H 5.19 2.24 2.79
H 5.53 0.07 1.44
H 6.44 1.46 0.86
H 3.93 0.53 -0.13
```

## Properties
Molar mass in g/mol: 961.4
Max |F| in eV Å⁻¹: 1.2
Energy in eV: -87972.6048
LUMO level in Eh: -0.0010
HOMO level in eV: -8.64
SMILES: COC[C@H](C)N.COC[C@H](C)N.COC[C@H](C)N.COC[C@H](C)N.COC[C@H](C)N.COC[C@H](C)N.COC[C@H](C)N.COC[C@H](C)N.OCCO.OCCO.OCCO.OCCO
Spin multiplicity: 1
Energy above the lowest of the compared OMol25 structures with the same formula, charge and spin in kcal per mole: 185.9

> Look up the spin multiplicity of the second one.

1

> Which value of energy above the lowest of the compared OMol25 structures with the same formula, charge and spin does entry 1 give?

0.0 kcal per mole

> Look up the energy of the first one.

-105068.7257 eV

> The highest molar mass belongs to which entry?

C40H111N3O28